Below is C29H16IrN6O5S2 as an isolated structure, with properties calculated with wB97M-V/def2-TZVPD.

The geometry in XYZ format:
```
59
Properties=species:S:1:pos:R:3
Ir -1.08691 0.28812 -1.03283
S 4.22220 5.58404 -1.38291
N 4.36302 3.98214 -1.37918
C 3.11722 3.51148 -1.38143
C 2.76840 2.05922 -1.40669
C 3.66326 1.04375 -1.49203
C 3.18953 -0.29507 -1.56650
C 1.85206 -0.52645 -1.51747
N 0.95069 0.49088 -1.37599
C 1.39271 1.78708 -1.36251
C 0.39655 2.78950 -1.33212
N -0.88886 2.35822 -1.31527
C -1.90320 3.25497 -1.40464
C -1.66627 4.59710 -1.45874
C -0.33319 5.05340 -1.42916
C 0.68142 4.15501 -1.37348
C 2.13671 4.49907 -1.37195
N 2.61744 5.73764 -1.36461
H 4.72344 1.26633 -1.53541
H 3.86045 -1.13365 -1.68944
H 1.43183 -1.51628 -1.59370
H -2.89573 2.83001 -1.41981
H -2.49967 5.28087 -1.52894
H -0.10457 6.11325 -1.46770
O -4.71935 0.78382 0.63901
C -3.55472 0.62831 0.42794
O -3.05616 0.54495 -0.82442
C -2.60761 0.57064 1.57308
C -3.06582 0.54015 2.87662
C -2.15619 0.45247 3.91361
C -0.79140 0.39805 3.58267
C 0.21885 0.25436 4.54784
C 1.65879 0.15016 4.18179
C 2.02935 0.18713 2.91891
C 1.00920 0.33705 1.88715
C -0.42040 0.44896 2.24791
N -1.27857 0.54038 1.25661
H -4.13350 0.57735 3.03798
H -2.47566 0.41578 4.94588
H -0.05559 0.20788 5.59453
H 2.38863 0.04016 4.97237
H 3.06872 0.10794 2.63290
H 1.26966 0.36783 0.85295
O 0.31749 -2.22128 0.94366
C -0.32645 -2.57273 -0.01185
N -0.96839 -1.72893 -0.97081
S -1.61179 -2.64223 -2.24240
O -0.84056 -2.37930 -3.41980
O -3.03246 -2.51899 -2.24135
C -1.15511 -4.14527 -1.58016
C -1.42611 -5.37437 -2.15889
C -0.97060 -6.48976 -1.47669
C -0.27358 -6.36602 -0.27071
C -0.01901 -5.11717 0.27978
C -0.47924 -4.00430 -0.39589
H -1.96248 -5.46454 -3.09417
H -1.15890 -7.47212 -1.89097
H 0.06912 -7.25881 0.23558
H 0.52131 -5.00822 1.21182
```

The orbital gap (spin up / spin down) is 0.1649 / 0.2528 Eh. The spin multiplicity is 5. As for the charge: +1.

Below is C29H18Cl3N2OPRuS7 as an isolated structure, with properties calculated with wB97M-V/def2-TZVPD.

The geometry in XYZ format:
```
62
Properties=species:S:1:pos:R:3
Ru 1.11385 0.54232 1.27830
Cl -1.93863 -2.51729 3.83714
C -0.26022 -2.75524 3.44556
C 0.34615 -3.99078 3.73169
C 1.65552 -4.21077 3.43596
Cl 2.37973 -5.75889 3.83143
C 2.42821 -3.21644 2.79408
C 3.79840 -3.33258 2.46225
C 4.41519 -2.30171 1.83505
C 3.67984 -1.14202 1.48831
N 2.41236 -1.00876 1.76377
C 1.78444 -2.01212 2.45632
C 0.43107 -1.72293 2.83965
O -0.05954 -0.54636 2.62121
H -0.23697 -4.77230 4.20088
H 4.33817 -4.23576 2.71462
H 5.46529 -2.35274 1.57938
H 4.15653 -0.32070 0.97315
S 7.46322 4.05507 1.32338
C 5.98604 3.34988 1.30578
S 4.99449 3.17996 2.70933
C 3.61598 2.40254 1.96324
C 3.74246 2.17154 0.61875
S 2.54655 1.45657 -0.33406
S 5.26159 2.67554 -0.10336
S 2.24762 2.03647 2.89164
S 1.06502 -0.42941 -3.30183
P -0.51003 -0.55185 -2.13260
S -0.22465 -0.98442 -0.18385
C -1.64968 -1.85084 -2.73945
C -1.88518 -3.02478 -2.03351
C -2.66104 -4.03435 -2.59639
C -3.20108 -3.87611 -3.86279
C -2.96482 -2.70360 -4.57441
C -2.19201 -1.69756 -4.01638
C -1.58120 0.92071 -2.29106
C -1.37753 1.84548 -3.30793
C -2.26848 2.90245 -3.47591
C -3.35609 3.03972 -2.62497
C -3.55160 2.12579 -1.59415
C -2.66632 1.07070 -1.42529
H -1.46449 -3.14127 -1.04331
H -2.83527 -4.94957 -2.04240
H -3.80358 -4.66448 -4.29942
H -3.37554 -2.57898 -5.56985
H -1.99752 -0.78828 -4.57413
H -0.51984 1.72441 -3.95925
H -2.11014 3.61858 -4.27395
H -4.04354 3.86820 -2.75211
H -4.39526 2.23667 -0.92161
H -2.80495 0.35535 -0.62143
Cl -1.15824 5.29007 -0.96805
C -1.25935 4.04024 0.23057
C -2.18944 4.11528 1.24285
C -2.18381 3.10818 2.18788
C -1.24743 2.09129 2.09712
N -0.35266 2.02562 1.10196
C -0.37468 2.97541 0.17011
H -2.89036 4.93964 1.28591
H -2.88525 3.11271 3.01134
H -1.19793 1.29404 2.82516
H 0.34660 2.90245 -0.63033
```

The orbital gap (spin up / spin down) is 0.2525 / 0.2140 Eh. The spin multiplicity is 2. As for the charge: -1.

Below is C29H18CrF5N7OS as an isolated structure, with properties calculated with wB97M-V/def2-TZVPD.

The geometry in XYZ format:
```
62
Properties=species:S:1:pos:R:3
Cr -0.22892 0.50650 -0.01634
N 2.94601 2.03877 2.51133
C 2.07888 1.90027 1.51782
N 1.22456 0.92611 1.44270
C 1.27493 -0.10968 2.38785
N 0.65898 -1.23020 2.18001
N -0.03976 -1.17522 0.99081
C -0.61398 -2.21157 0.54834
C -1.39057 -2.02226 -0.68982
C -2.07569 -3.03908 -1.31170
C -2.78667 -2.75656 -2.47184
C -2.81057 -1.45924 -2.94394
C -2.11115 -0.48356 -2.25410
N -1.40228 -0.75891 -1.16570
C 2.05583 0.09719 3.59306
C 1.96359 -0.74130 4.70431
C 2.69838 -0.46510 5.83385
C 3.54848 0.64359 5.86469
C 3.66239 1.47487 4.76960
C 2.90330 1.19940 3.63727
H 3.59524 2.80830 2.49842
H 2.08230 2.65428 0.73840
H -0.54596 -3.15953 1.07029
H -2.05552 -4.03405 -0.88331
H -3.31786 -3.54184 -2.99315
H -3.36912 -1.19337 -3.83228
H -2.12536 0.55046 -2.57236
H 1.30221 -1.59680 4.65658
H 2.61247 -1.10218 6.70564
H 4.12001 0.86060 6.75969
H 4.31891 2.33933 4.78762
O 1.28581 0.16955 -1.12762
C 1.75007 0.60571 -2.28716
C 2.84619 -0.05121 -2.86657
C 3.37797 0.36658 -4.06428
C 2.84334 1.47041 -4.73234
C 1.77081 2.12534 -4.17737
C 1.20661 1.71257 -2.95918
C 0.05997 2.41325 -2.39001
N -0.56332 2.17153 -1.22975
C -1.61658 3.08334 -1.13001
C -1.61967 3.87507 -2.21785
N -0.56148 3.44108 -2.99846
H 3.25074 -0.90349 -2.33175
H 4.21299 -0.16972 -4.49933
H 3.26093 1.80828 -5.67083
H 1.36041 2.97624 -4.71074
H -2.29951 3.08926 -0.30091
H -2.26143 4.69501 -2.50045
H -0.29444 3.83005 -3.88372
F -3.09518 5.08806 5.21474
C -2.89634 4.16521 4.28312
C -3.87416 3.23956 3.99602
F -5.03201 3.28934 4.64302
C -3.64855 2.26251 3.04971
F -4.62900 1.39373 2.81179
C -2.44638 2.14476 2.35461
S -2.26049 0.76240 1.27529
C -1.50989 3.13345 2.63966
F -0.33744 3.17710 1.99043
C -1.71025 4.11445 3.59084
F -0.75036 5.00486 3.84100
```

The orbital gap (spin up / spin down) is 0.2355 / 0.2340 Eh. The spin multiplicity is 4. As for the charge: +1.

Below is C29H19Cl2IN7Ru as an isolated structure, with properties calculated with wB97M-V/def2-TZVPD.

The geometry in XYZ format:
```
59
Properties=species:S:1:pos:R:3
Ru -0.30658 0.30379 0.82731
C -2.43098 -2.73860 3.08228
C -1.42422 -3.43233 3.74845
C -0.10878 -3.12705 3.49031
C 0.20806 -2.11019 2.58363
N -0.77848 -1.43060 1.95919
C -2.06454 -1.75643 2.19825
N 1.54482 -1.91949 2.30179
C 2.07698 -0.80125 1.95632
N 1.33839 0.36606 1.97823
C 3.75337 1.73461 1.31358
N 0.91827 0.95228 -0.40354
C 0.83909 1.82097 -1.48561
C 2.02766 2.20913 -2.11519
C 1.95010 3.10017 -3.16836
C 0.70313 3.54371 -3.58525
C -0.41626 3.07464 -2.91521
N -0.36374 2.24803 -1.87363
C 4.28417 0.35547 1.25324
C 5.63470 0.23366 0.92555
C 6.24404 -1.00705 0.89071
C 5.51054 -2.14098 1.20709
C 4.17252 -2.03878 1.55233
C 3.53125 -0.80477 1.57887
H -3.47593 -2.95796 3.24311
H -1.67153 -4.21394 4.45434
H 0.70591 -3.65321 3.96488
H -2.80409 -1.18660 1.65257
H 2.97716 1.80128 -1.79419
H 2.85028 3.42866 -3.67108
H 0.59652 4.22746 -4.41513
H -1.40932 3.38536 -3.22080
H 6.19013 1.13453 0.70244
H 7.28992 -1.08895 0.62776
H 5.98495 -3.11304 1.19515
H 3.60457 -2.91943 1.81172
I -0.49458 -2.14638 -1.44264
C -2.08114 -0.79018 -1.36822
C -3.11723 -0.90090 -2.27988
C -4.14689 0.02185 -2.20701
C -4.10015 1.01027 -1.23735
C -3.02567 1.05090 -0.37314
N -2.02938 0.15538 -0.43232
H -3.10791 -1.68525 -3.02167
H -4.97227 -0.03354 -2.90433
H -4.88124 1.75149 -1.14833
H -2.91612 1.81085 0.38855
Cl -2.35103 3.96099 2.85368
C -0.66723 4.01992 2.49721
C 0.05200 5.15775 2.78747
C 1.41093 5.24128 2.48570
C 2.06077 4.16170 1.92459
C 1.30511 3.03490 1.67444
Cl 2.21147 1.61878 1.08747
C -0.07825 2.88637 1.88272
N -0.90359 1.89156 1.40492
H -0.45716 5.99459 3.24497
H 1.96221 6.14181 2.71487
H 3.12373 4.15724 1.72432
```

The orbital gap (spin up / spin down) is 0.2281 / 0.2281 Eh. As for the charge: +1.